Record 1
{
  "formula": "C32H36BClO3S",
  "method": "the ωB97M-V functional and the def2-TZVPD basis",
  "symbols": ["C", "C", "C", "C", "C", "B", "C", "C", "C", "C", "Cl", "C", "C", "O", "C", "C", "C", "C", "C", "C", "O", "S", "H", "H", "H", "H", "H", "H", "H", "H", "H", "H", "H", "H", "H", "H", "H", "H", "H", "H", "H", "H", "H", "C", "O", "C", "C", "C", "C", "C", "C", "C", "C", "C", "C", "C", "C", "C", "C", "H", "H", "H", "H", "H", "H", "H", "H", "H", "H", "H", "H", "H", "H", "H"],
  "xyz": [[-4.2947, 6.6073, 2.5207], [-3.8785, 5.2449, 2.1072], [-4.0470, 4.6637, 0.8677], [-3.4107, 3.3759, 0.7402], [-2.6961, 3.0317, 1.8665], [-1.8492, 1.6474, 2.0845], [-0.2347, 2.0090, 2.2289], [0.6202, 1.6773, 1.1885], [1.9930, 1.9311, 1.3088], [2.4873, 2.5394, 2.4711], [4.1547, 2.8732, 2.6122], [1.6153, 2.8552, 3.5241], [0.2460, 2.5757, 3.3926], [-2.3367, 1.0986, 3.3109], [-3.1625, 0.0240, 2.9016], [-3.1332, -1.0436, 3.9797], [-4.5876, 0.5261, 2.7184], [-2.4978, -0.4296, 1.4855], [-1.2691, -1.3022, 1.7156], [-3.4674, -1.1037, 0.5319], [-2.0842, 0.8055, 0.9352], [-2.9490, 4.1938, 3.1335], [-4.8864, 7.0555, 1.7172], [-4.8908, 6.6007, 3.4417], [-3.4024, 7.2266, 2.6834], [-4.6075, 5.1428, 0.0719], [-3.4895, 2.7795, -0.1640], [0.2305, 1.2356, 0.2753], [2.6697, 1.6646, 0.5045], [2.0014, 3.3144, 4.4260], [-0.4312, 2.8218, 4.2093], [-3.6523, -1.9475, 3.6391], [-2.1091, -1.2983, 4.2607], [-3.6509, -0.6701, 4.8659], [-5.2514, -0.3080, 2.4626], [-4.9368, 0.9577, 3.6632], [-4.6564, 1.2958, 1.9409], [-1.5476, -2.3160, 2.0289], [-0.6808, -1.3916, 0.7932], [-0.6145, -0.8725, 2.4862], [-3.8231, -2.0525, 0.9512], [-4.3289, -0.4618, 0.3274], [-2.9682, -1.3224, -0.4161], [-3.1055, -6.6925, 5.9664], [-2.6537, -5.3329, 6.1682], [-1.5612, -4.9226, 5.4660], [-1.1019, -3.6080, 5.7425], [-0.1048, -3.0554, 4.9836], [0.4623, -3.7489, 3.8674], [1.3643, -3.0604, 3.0167], [1.6458, -3.4037, 1.6701], [2.8536, -2.9864, 1.0275], [3.0281, -3.1463, -0.3312], [2.0085, -3.6940, -1.1278], [2.1683, -3.7438, -2.6135], [0.8390, -4.1626, -0.5162], [0.6653, -4.0499, 0.8527], [0.0609, -5.1105, 3.6786], [-0.9172, -5.6931, 4.4615], [-3.9638, -6.7903, 6.6311], [-3.4085, -6.8564, 4.9206], [-2.3221, -7.4141, 6.2497], [-1.5831, -3.0647, 6.5541], [0.2740, -2.0604, 5.2210], [1.8960, -2.2046, 3.4470], [3.6402, -2.5510, 1.6493], [3.9585, -2.8304, -0.8135], [1.2478, -4.0996, -3.0836], [2.3978, -2.7502, -3.0185], [2.9886, -4.4110, -2.9039], [0.0481, -4.5992, -1.1315], [-0.2489, -4.4202, 1.3150], [0.5617, -5.7262, 2.9286], [-1.2094, -6.7379, 4.3122]],
  "lowdin_charge": [-0.134, -0.616, -0.151, -0.145, -0.367, -0.947, -0.084, -0.044, -0.121, -0.730, 0.637, -0.107, -0.047, 0.040, -0.476, -0.018, -0.011, -0.471, -0.022, -0.014, 0.043, 1.055, 0.072, 0.068, 0.072, 0.094, 0.103, 0.110, 0.086, 0.092, 0.104, 0.087, 0.054, 0.089, 0.083, 0.096, 0.088, 0.074, 0.091, 0.093, 0.082, 0.085, 0.084, -0.042, -0.050, -0.213, 0.024, 0.005, -0.200, 0.110, -0.195, 0.019, -0.016, -0.235, -0.034, -0.009, -0.006, 0.001, 0.013, 0.099, 0.101, 0.103, 0.138, 0.139, 0.153, 0.130, 0.130, 0.083, 0.099, 0.096, 0.126, 0.112, 0.127, 0.115],
  "charge": 0,
  "orbital_gap_ev": 2.84,
  "e_homo_ha": -0.227,
  "fmax_ha_per_bohr": 0.0696,
  "de_lowest_kcal_mol": 0.0
}


Record 2
{
  "formula": "C32H36F4N8O3SSi3Ta",
  "method": "the ωB97M-V functional and the def2-TZVPD basis",
  "symbols": ["Ta", "N", "C", "C", "C", "C", "C", "C", "S", "O", "O", "N", "C", "N", "C", "C", "C", "N", "H", "H", "H", "H", "H", "H", "H", "H", "H", "C", "O", "Si", "C", "C", "C", "Si", "C", "C", "C", "Si", "C", "C", "C", "H", "H", "H", "H", "H", "H", "H", "H", "H", "H", "H", "H", "H", "H", "H", "H", "H", "H", "H", "H", "H", "H", "H", "H", "H", "H", "H", "F", "C", "C", "F", "C", "C", "C", "F", "C", "C", "C", "N", "C", "N", "F", "C", "C", "N", "C", "N"],
  "xyz": [[0.3725, 0.1712, -0.3531], [0.9902, -0.1696, -8.4998], [0.6219, -0.0848, -7.2221], [-0.0437, -1.1661, -6.5879], [-0.3247, -1.1268, -5.2518], [0.0341, 0.0080, -4.5104], [0.6298, 1.1212, -5.1224], [0.9017, 1.0806, -6.4596], [-0.0706, -0.0502, -2.8053], [-0.8574, -1.1400, -2.2547], [-0.4179, 1.2207, -2.1137], [1.3911, -0.2517, -2.0606], [1.6668, -1.5922, -1.8967], [1.5076, -1.9767, -0.6206], [1.7737, -3.2626, -0.3386], [2.1703, -4.1360, -1.3293], [2.2255, -3.6384, -2.6302], [1.9670, -2.3641, -2.9108], [0.8059, -0.9964, -9.0437], [1.4685, 0.5868, -8.9605], [-0.3224, -2.0331, -7.1705], [-0.8291, -1.9533, -4.7701], [0.8512, 2.0070, -4.5415], [1.3463, 1.9380, -6.9453], [1.6709, -3.5576, 0.6978], [2.4002, -5.1683, -1.1144], [2.4822, -4.2565, -3.4820], [-1.5732, 3.1275, 0.1470], [-0.5253, 2.2128, 0.5042], [0.6563, 2.5449, 1.7295], [-0.1746, 2.5237, 3.4233], [1.3030, 4.2987, 1.5434], [1.6304, 0.9986, 1.1160], [3.1698, 1.7591, 0.0659], [2.3457, 2.7843, -1.3221], [4.2788, 0.5335, -0.8560], [4.2674, 2.7896, 1.2057], [2.3474, -0.0738, 2.6042], [3.9998, -0.8449, 2.1266], [1.1244, -1.4939, 2.9503], [2.6241, 0.9774, 4.1515], [-2.3000, 3.2056, 0.9562], [-2.0722, 2.7672, -0.7509], [-1.1462, 4.1092, -0.0544], [-1.2207, 2.8303, 3.3609], [0.3251, 3.2399, 4.0756], [-0.1243, 1.5600, 3.9210], [0.5131, 5.0088, 1.7979], [1.6791, 4.5656, 0.5588], [2.1074, 4.4704, 2.2588], [2.4587, 2.2713, -2.2777], [2.8411, 3.7491, -1.4331], [1.2846, 2.9821, -1.1658], [3.7279, -0.1514, -1.4944], [4.9382, -0.0488, -0.2202], [4.9256, 1.1240, -1.5081], [4.0639, 3.8544, 1.1133], [5.3108, 2.6578, 0.9194], [4.1900, 2.5240, 2.2584], [3.9319, -1.4924, 1.2534], [4.3564, -1.4528, 2.9593], [4.7643, -0.0906, 1.9488], [0.3767, -1.6310, 2.1625], [0.6001, -1.3399, 3.8928], [1.6791, -2.4252, 3.0692], [2.7462, 2.0418, 3.9542], [3.5306, 0.6360, 4.6519], [1.8191, 0.8665, 4.8760], [-6.4463, 0.7455, 2.0939], [-5.4749, 0.4924, 2.9447], [-5.7570, 0.4392, 4.2795], [-6.9788, 0.6539, 4.6809], [-4.7536, 0.1326, 5.2601], [-3.4188, 0.0022, 4.7504], [-3.1472, 0.0900, 3.4247], [-1.8658, 0.0156, 3.0594], [-4.1650, 0.2639, 2.4352], [-3.9131, 0.2012, 1.0327], [-2.6594, -0.1038, 0.5455], [-1.5821, -0.3543, 0.1695], [-4.8875, 0.5209, 0.0424], [-5.6052, 0.8460, -0.7929], [-2.4091, -0.1872, 5.5735], [-5.0513, -0.0590, 6.5986], [-6.3571, 0.0480, 7.1426], [-7.3881, 0.1187, 7.6488], [-4.0717, -0.4173, 7.5648], [-3.2960, -0.7219, 8.3571]],
  "lowdin_charge": [1.893, 0.195, -0.260, 0.016, -0.041, -0.324, -0.038, 0.017, 0.680, -0.290, -0.345, -0.215, -0.541, 0.073, -0.041, 0.031, -0.016, 0.198, 0.134, 0.134, 0.132, 0.128, 0.124, 0.132, 0.129, 0.133, 0.141, -0.061, -0.445, 0.447, -0.130, -0.127, -0.557, 0.490, -0.182, -0.160, -0.141, 0.477, -0.174, -0.169, -0.156, 0.099, 0.093, 0.103, 0.047, 0.060, 0.012, 0.064, 0.035, 0.053, 0.027, 0.058, 0.003, 0.004, 0.025, 0.061, 0.039, 0.058, 0.027, 0.025, 0.057, 0.032, -0.008, 0.035, 0.041, 0.027, 0.057, 0.038, 0.171, -0.129, -0.106, 0.206, 0.006, -0.115, -0.127, 0.102, 0.034, -0.111, -0.043, 0.080, -0.172, 0.238, 0.171, -0.045, -0.108, 0.305, -0.113, 0.290],
  "charge": 3,
  "orbital_gap_ev": 4.70,
  "e_homo_ha": -0.575,
  "fmax_ha_per_bohr": 0.0866,
  "de_lowest_kcal_mol": 47.3
}